Record 1
{
  "formula": "C25H17BrIrN7O4",
  "method": "the ωB97M-V functional and the def2-TZVPD basis",
  "s_squared": 0.762,
  "multiplicity": 2,
  "lumo_energy_ev": [-4.7706, -7.4008],
  "total_charge": 1,
  "orbital_gap_ev": [5.14, 2.49],
  "species": ["Ir", "O", "C", "O", "C", "C", "C", "N", "C", "C", "C", "O", "O", "H", "H", "H", "Br", "C", "C", "C", "C", "C", "C", "C", "C", "C", "C", "H", "H", "H", "H", "H", "H", "N", "C", "N", "C", "N", "N", "C", "N", "C", "C", "C", "C", "C", "N", "H", "H", "H", "H", "H", "H", "H", "H"],
  "xyz": [[-0.127, -0.216, -0.123], [6.602, -0.216, 1.885], [6.183, 0.454, 0.940], [6.660, 1.252, 0.135], [4.651, 0.288, 0.737], [3.967, -0.671, 1.458], [2.611, -0.827, 1.277], [1.918, -0.063, 0.419], [2.588, 0.859, -0.309], [3.938, 1.062, -0.174], [1.781, 1.599, -1.331], [2.175, 2.551, -1.958], [0.519, 1.141, -1.488], [4.517, -1.281, 2.162], [2.054, -1.559, 1.838], [4.444, 1.804, -0.776], [0.543, -2.625, -0.941], [-0.315, -2.395, -2.622], [-0.024, -3.261, -3.643], [-0.769, -3.168, -4.821], [-1.797, -2.257, -4.908], [-2.086, -1.390, -3.841], [-3.172, -0.481, -3.924], [-3.463, 0.368, -2.873], [-2.634, 0.398, -1.764], [-1.550, -0.492, -1.585], [-1.307, -1.425, -2.655], [0.750, -4.011, -3.538], [-0.548, -3.835, -5.645], [-2.402, -2.198, -5.805], [-3.763, -0.460, -4.833], [-4.297, 1.056, -2.936], [-2.839, 1.139, -1.006], [-1.014, 3.089, -0.726], [-1.210, 2.701, 0.519], [-1.798, 3.564, 1.348], [-1.999, 3.176, 2.596], [-2.600, 4.021, 3.436], [-1.648, 1.965, 3.084], [-1.099, 1.152, 2.226], [-0.834, 1.428, 0.931], [-0.796, -0.216, 2.695], [-0.776, -0.498, 4.046], [-0.535, -1.794, 4.465], [-0.352, -2.764, 3.495], [-0.375, -2.400, 2.166], [-0.569, -1.140, 1.747], [-1.224, 4.050, -0.942], [-0.454, 2.526, -1.370], [-2.858, 4.940, 3.124], [-2.739, 3.754, 4.394], [-0.965, 0.309, 4.739], [-0.506, -2.041, 5.517], [-0.192, -3.802, 3.752], [-0.263, -3.161, 1.408]]
}

Record 2
{
  "formula": "C25H17Co2N2O6S",
  "method": "the ωB97M-V functional and the def2-TZVPD basis",
  "lumo_energy_ev": 2.2602,
  "total_charge": -1,
  "orbital_gap_ev": 6.28,
  "species": ["C", "C", "C", "C", "C", "C", "C", "N", "C", "C", "C", "C", "C", "C", "S", "C", "N", "C", "C", "H", "H", "H", "H", "H", "H", "H", "H", "H", "H", "H", "H", "H", "H", "O", "C", "Co", "C", "O", "C", "O", "C", "C", "C", "Co", "C", "O", "C", "O", "C", "O", "H", "H", "H"],
  "xyz": [[3.711, -1.894, -3.427], [3.535, -0.508, -3.324], [2.927, 0.043, -2.189], [2.543, -0.799, -1.141], [2.034, -0.270, 0.189], [2.931, -0.707, 1.333], [2.267, -0.523, 2.672], [0.998, -1.258, 2.630], [0.310, -1.719, 3.759], [-0.955, -2.216, 3.425], [-1.759, -2.790, 4.409], [-1.281, -2.819, 5.727], [-0.023, -2.287, 6.059], [0.796, -1.738, 5.061], [-1.312, -1.984, 1.739], [0.268, -1.244, 1.477], [0.658, -0.721, 0.367], [2.633, -2.185, -1.279], [3.243, -2.739, -2.410], [4.198, -2.322, -4.305], [3.874, 0.150, -4.127], [2.743, 1.119, -2.101], [2.004, 0.830, 0.156], [3.209, -1.760, 1.217], [3.861, -0.129, 1.293], [2.867, -0.933, 3.485], [2.075, 0.545, 2.862], [-2.728, -3.197, 4.128], [-1.899, -3.258, 6.509], [0.323, -2.298, 7.094], [1.786, -1.334, 5.282], [2.231, -2.824, -0.487], [3.347, -3.823, -2.480], [-0.342, 3.722, -4.026], [-1.338, 3.184, -3.796], [-2.878, 2.331, -3.618], [-3.961, 2.955, -4.851], [-4.654, 3.377, -5.674], [-2.414, 0.937, -4.573], [-2.108, 0.033, -5.223], [-3.109, 1.260, -2.004], [-2.126, 1.318, -1.022], [-1.148, 0.598, -0.423], [-3.016, 2.860, -1.168], [-1.596, 3.914, -1.091], [-0.719, 4.666, -1.044], [-4.065, 3.968, -2.204], [-4.842, 4.790, -2.470], [-3.657, 3.175, 0.470], [-4.060, 3.412, 1.527], [-3.837, 0.442, -2.050], [-0.676, 1.034, 0.460], [-0.868, -0.381, -0.823]]
}

Record 3
{
  "formula": "C25H17F6N5O5RhS2",
  "method": "the ωB97M-V functional and the def2-TZVPD basis",
  "s_squared": 0.752,
  "multiplicity": 2,
  "lumo_energy_ev": [-0.2227, -0.4849],
  "orbital_gap_ev": [6.83, 6.55],
  "species": ["Rh", "C", "C", "N", "C", "C", "C", "C", "C", "C", "C", "N", "C", "C", "C", "C", "C", "C", "C", "C", "N", "C", "H", "H", "H", "H", "H", "H", "H", "H", "H", "H", "H", "H", "O", "N", "C", "C", "C", "C", "C", "H", "H", "H", "H", "H", "F", "C", "F", "F", "S", "O", "O", "N", "S", "O", "O", "C", "F", "F", "F"],
  "xyz": [[-0.011, 0.310, 0.290], [0.513, 0.370, 4.593], [0.644, 0.689, 3.231], [-0.106, 0.132, 2.311], [-1.065, -0.790, 2.657], [-1.257, -1.154, 3.999], [-0.422, -0.548, 4.966], [-2.265, -2.089, 4.332], [-3.044, -2.594, 3.334], [-2.865, -2.228, 1.983], [-1.875, -1.342, 1.599], [-1.568, -0.882, 0.338], [-2.071, -1.210, -0.898], [-3.017, -2.161, -1.236], [-3.425, -2.351, -2.574], [-2.912, -1.616, -3.600], [-1.918, -0.651, -3.314], [-1.300, 0.134, -4.315], [-0.324, 1.026, -3.985], [0.065, 1.131, -2.639], [-0.493, 0.426, -1.688], [-1.494, -0.464, -1.989], [1.157, 0.849, 5.317], [1.370, 1.407, 2.872], [-0.545, -0.822, 6.007], [-2.406, -2.380, 5.364], [-3.829, -3.300, 3.572], [-3.537, -2.653, 1.262], [-3.449, -2.800, -0.489], [-4.170, -3.110, -2.778], [-3.234, -1.766, -4.622], [-1.612, 0.009, -5.344], [0.167, 1.632, -4.732], [0.858, 1.798, -2.333], [1.618, 1.703, 0.474], [2.831, 1.402, 0.020], [3.592, 0.519, 0.687], [4.871, 0.235, 0.257], [5.364, 0.864, -0.872], [4.561, 1.778, -1.536], [3.295, 2.038, -1.066], [3.123, 0.044, 1.535], [5.440, -0.498, 0.807], [6.358, 0.643, -1.234], [4.908, 2.299, -2.417], [2.612, 2.752, -1.497], [0.445, -4.125, -0.454], [1.156, -3.509, -1.389], [1.992, -4.379, -1.948], [0.322, -3.056, -2.327], [2.099, -2.072, -0.659], [2.129, -1.091, -1.709], [1.352, -1.730, 0.544], [3.538, -2.577, -0.367], [3.924, -3.315, 0.987], [3.033, -4.366, 1.377], [4.390, -2.379, 1.977], [5.452, -4.141, 0.376], [5.924, -4.930, 1.338], [6.386, -3.230, 0.076], [5.212, -4.874, -0.704]]
}

Record 4
{
  "formula": "C25H18AsCl5HfN2O2S5",
  "method": "the ωB97M-V functional and the def2-TZVPD basis",
  "lumo_energy_ev": 3.4401,
  "total_charge": -2,
  "orbital_gap_ev": 4.77,
  "species": ["Hf", "Cl", "C", "C", "C", "Cl", "C", "Cl", "C", "Cl", "C", "Cl", "C", "C", "C", "C", "C", "C", "C", "S", "O", "O", "N", "C", "C", "C", "C", "C", "N", "H", "H", "H", "H", "H", "H", "H", "H", "H", "H", "H", "S", "As", "S", "S", "S", "C", "C", "C", "C", "C", "C", "C", "H", "H", "H", "H", "H", "H", "H"],
  "xyz": [[-0.476, -1.931, 0.189], [-4.174, -1.851, 1.311], [-3.936, -2.011, -0.391], [-2.638, -2.180, -0.901], [-2.619, -2.381, -2.285], [-1.080, -2.667, -3.011], [-3.732, -2.360, -3.115], [-3.576, -2.567, -4.824], [-4.986, -2.160, -2.556], [-6.394, -2.131, -3.555], [-5.087, -2.000, -1.181], [-6.649, -1.790, -0.472], [-1.174, 6.774, -0.694], [-1.175, 5.269, -0.643], [-0.350, 4.525, -1.483], [-0.347, 3.142, -1.430], [-1.179, 2.493, -0.528], [-2.007, 3.212, 0.317], [-2.002, 4.596, 0.254], [-1.088, 0.723, -0.464], [-1.374, 0.218, -1.784], [-1.968, 0.240, 0.589], [0.370, 0.259, -0.135], [0.910, 0.391, 1.138], [1.037, 1.596, 1.832], [1.672, 1.580, 3.058], [2.178, 0.383, 3.546], [1.984, -0.767, 2.801], [1.345, -0.768, 1.637], [-0.528, 7.136, -1.493], [-0.819, 7.194, 0.249], [-2.180, 7.159, -0.867], [0.301, 5.035, -2.183], [0.291, 2.545, -2.071], [-2.638, 2.674, 1.014], [-2.646, 5.166, 0.914], [0.652, 2.509, 1.397], [1.773, 2.498, 3.627], [2.697, 0.337, 4.493], [2.309, -1.746, 3.140], [-1.176, -5.525, 3.614], [-0.311, -4.102, 2.303], [-1.111, -2.057, 2.632], [-0.799, -4.496, 0.178], [1.787, -4.162, 2.619], [1.347, -2.303, -1.196], [2.730, -2.106, -0.694], [3.485, -3.168, -0.181], [4.785, -2.985, 0.260], [5.389, -1.735, 0.197], [4.666, -0.672, -0.328], [3.368, -0.859, -0.774], [1.251, -3.315, -1.592], [1.181, -1.589, -2.010], [3.029, -4.144, -0.096], [5.331, -3.828, 0.670], [6.406, -1.591, 0.545], [5.121, 0.312, -0.397], [2.821, -0.019, -1.189]]
}

| no. | maximum force (eV Å⁻¹) | total energy (eV) |
| --- | --- | --- |
| 1 | 1.97 | -117697.00594 |
| 2 | 5.19 | -127553.67060 |
| 3 | 0.91 | -84871.90285 |
| 4 | 2.04 | -212231.27539 |